The following is a DFT calculation (ωB97M-V/def2-TZVPD) of 2 unconnected molecules or ions with the total composition C2H3Br2Cl3Si in a non-equilibrium geometry.

```
11
Properties=species:S:1:pos:R:3
C 1.241 -1.640 0.376
C 0.041 0.700 0.561
Si -1.307 0.939 -0.811
Cl -2.063 2.844 -1.016
Cl -0.348 0.664 -2.558
Cl -2.702 -0.383 -0.332
Br 2.972 -1.203 -0.062
Br -0.577 0.818 2.329
H 0.438 -1.633 -0.348
H 1.227 -2.063 1.321
H 1.077 0.957 0.540
```

Values from the calculation:
Gap between HOMO and LUMO (spin up / spin down) = 8.4388 / 7.6095 eV
Total energy = -6896.14337 a.u.
E_HOMO (spin up / spin down) = -0.3223 / -0.3146 Eh
LUMO level (spin up / spin down) = -0.333 / -0.952 eV
Net charge = 0
Energy above the lowest of the compared OMol25 structures with the same formula, charge and spin = 62.8 kcal/mol
Spin multiplicity = 1

=====

The following is a DFT calculation (ωB97M-V/def2-TZVPD) of a molecular structure, C47H30F5IrN2O7P in a non-equilibrium geometry.

```
93
Properties=species:S:1:pos:R:3
Ir -0.391 0.252 -1.138
C 1.357 -0.781 6.499
C 1.375 -1.741 5.495
C 0.873 -1.445 4.239
C 0.352 -0.173 3.980
C 0.306 0.777 5.001
C 0.812 0.470 6.256
P -0.103 0.275 2.298
C -0.849 1.909 2.393
C -2.164 2.010 2.841
C -2.748 3.256 2.992
C -2.024 4.400 2.690
C -0.720 4.302 2.222
C -0.130 3.057 2.064
C 1.371 0.391 1.314
C 2.616 0.526 1.936
C 3.756 0.724 1.179
C 3.656 0.756 -0.204
C 2.432 0.585 -0.833
C 1.258 0.399 -0.088
H 1.769 -1.010 7.473
H 1.788 -2.722 5.689
H 0.883 -2.192 3.458
H -0.115 1.756 4.814
H 0.788 1.216 7.039
H -2.731 1.113 3.067
H -3.772 3.334 3.333
H -2.484 5.374 2.800
H -0.160 5.196 1.980
H 0.881 2.977 1.685
H 2.684 0.508 3.016
H 4.714 0.858 1.665
H 4.544 0.898 -0.807
H 2.394 0.565 -1.915
O 2.138 -1.414 -3.913
C 1.410 -1.620 -2.968
O 0.458 -0.749 -2.649
C 1.468 -2.933 -2.238
C 1.763 -4.050 -3.011
C 1.779 -5.337 -2.469
C 1.507 -5.441 -1.130
O 1.462 -6.574 -0.361
C 1.320 -6.123 0.984
O 1.024 -4.726 0.951
C 1.247 -4.332 -0.348
C 1.223 -3.063 -0.865
H 1.986 -3.898 -4.058
H 1.988 -6.211 -3.070
H 2.257 -6.286 1.525
H 0.497 -6.656 1.458
H 1.048 -2.205 -0.238
O -0.447 -1.977 1.639
C -1.275 -2.074 0.718
N -2.144 -3.093 0.582
C -3.027 -2.930 -0.563
C -2.496 -1.582 -1.095
O -2.860 -0.976 -2.075
N -1.484 -1.149 -0.269
C -4.490 -2.760 -0.167
C -4.925 -2.968 1.134
C -6.275 -2.856 1.448
C -7.193 -2.527 0.466
C -6.757 -2.309 -0.837
C -5.416 -2.429 -1.154
C -2.822 -4.062 -1.567
C -1.905 -3.944 -2.605
C -1.744 -4.979 -3.514
C -2.492 -6.140 -3.392
C -3.390 -6.273 -2.341
C -3.554 -5.238 -1.434
H -2.071 -3.924 1.142
H -4.217 -3.213 1.914
H -6.604 -3.032 2.464
H -8.244 -2.439 0.710
H -7.468 -2.050 -1.610
H -5.076 -2.260 -2.168
H -1.316 -3.043 -2.722
H -1.034 -4.869 -4.323
H -2.380 -6.938 -4.115
H -3.975 -7.177 -2.236
H -4.266 -5.343 -0.623
F -0.824 6.583 -2.881
C -1.025 5.392 -2.309
C -0.160 4.341 -2.554
F 0.890 4.502 -3.356
C -0.409 3.123 -1.956
F 0.414 2.057 -2.228
C -1.479 2.880 -1.099
O -1.658 1.712 -0.524
C -2.343 3.959 -0.886
F -3.409 3.811 -0.095
C -2.116 5.188 -1.477
F -2.959 6.195 -1.244
```

Values from the calculation:
Gap between HOMO and LUMO (spin up / spin down) = 8.1950 / 5.8288 eV
Total energy = -3390.20490 a.u.
E_HOMO (spin up / spin down) = -0.2896 / -0.2916 Eh
LUMO level (spin up / spin down) = 0.315 / -2.105 eV
Net charge = 0
Spin multiplicity = 2

=====

The following is a DFT calculation (ωB97M-V/def2-TZVPD) of a molecular structure, C13H15N4SSeTi in a non-equilibrium geometry.

```
35
Properties=species:S:1:pos:R:3
Ti -1.156 0.370 0.996
C 0.061 2.901 0.530
C -1.066 2.842 1.397
C -2.184 2.362 0.650
C -1.706 2.036 -0.716
C -0.339 2.336 -0.733
H 1.006 3.359 0.807
H -1.203 3.245 2.384
H -3.215 2.262 1.020
H -2.277 1.745 -1.593
H 0.342 2.090 -1.515
C 1.167 -2.108 -1.614
C 0.746 -1.347 -0.439
N -0.516 -0.932 -0.364
N -1.549 -1.338 -1.193
C -1.649 -0.965 -2.502
N -2.917 -1.237 -2.990
S -0.544 -0.171 -3.521
C 1.490 -0.948 0.661
C 2.804 -1.388 1.001
C 3.431 -0.880 2.155
C 2.728 0.024 2.941
C 1.428 0.335 2.597
N 0.829 -0.102 1.460
H 0.697 -3.111 -1.736
H 1.042 -1.497 -2.584
H 2.230 -2.265 -1.534
H -2.346 -1.851 -0.755
H -3.258 -2.110 -2.713
H -3.090 -0.907 -3.950
H 3.217 -2.168 0.384
H 4.330 -1.339 2.534
H 3.196 0.593 3.705
H 0.803 1.080 3.119
Se -2.532 -0.917 2.113
```

Values from the calculation:
Gap between HOMO and LUMO (spin up / spin down) = 5.5989 / 6.7479 eV
Total energy = -4372.54223 a.u.
E_HOMO (spin up / spin down) = -0.1009 / -0.1440 Eh
LUMO level (spin up / spin down) = 2.854 / 2.830 eV
Net charge = -1
Spin multiplicity = 3

=====

The following is a DFT calculation (ωB97M-V/def2-TZVPD) of a molecular structure, C6H13NO in a non-equilibrium geometry.

```
21
Properties=species:S:1:pos:R:3
C 1.290 0.309 -1.199
C 2.337 -0.455 -2.024
C 0.884 -0.222 0.205
N -0.456 0.040 0.473
C -0.825 1.397 0.747
C -1.195 -0.852 1.300
C -2.613 -0.293 1.098
O -3.195 -0.414 -0.076
H 0.259 0.440 -1.616
H 1.662 1.404 -1.049
H 1.845 -1.396 -2.261
H 2.424 0.183 -2.998
H 3.337 -0.559 -1.588
H 0.969 -1.384 0.181
H 1.733 0.288 0.709
H -2.063 0.964 1.135
H -0.253 1.663 1.667
H -0.664 2.042 -0.111
H -0.937 -0.773 2.379
H -1.343 -1.913 1.002
H -3.196 -0.468 2.026
```

Values from the calculation:
Gap between HOMO and LUMO = 8.0588 eV
Total energy = -366.22560 a.u.
E_HOMO = -0.3180 Eh
LUMO level = -0.596 eV
Net charge = 0
Energy above the lowest of the compared OMol25 structures with the same formula, charge and spin = 130.7 kcal/mol
Spin multiplicity = 1

=====

The following is a DFT calculation (ωB97M-V/def2-TZVPD) of C3H9O3P in the gas phase in a non-equilibrium geometry.

```
16
Properties=species:S:1:pos:R:3
C 1.216 -1.353 -1.240
C 1.046 -0.252 -0.228
O 1.567 -0.720 1.018
C -0.408 0.320 -0.066
O -1.177 -0.874 0.097
P -0.772 1.388 1.453
O -2.332 1.963 0.892
H 2.234 -1.747 -1.091
H 0.583 -2.160 -1.010
H 0.959 -1.115 -2.267
H 1.522 0.760 -0.519
H 1.152 -1.498 1.300
H -0.754 0.856 -0.948
H -2.017 -0.602 -0.121
H -0.069 2.579 1.140
H -2.751 2.453 1.589
```

Values from the calculation:
Gap between HOMO and LUMO = 9.8137 eV
Total energy = -686.73949 a.u.
E_HOMO = -0.3350 Eh
LUMO level = 0.697 eV
Net charge = 0
Energy above the lowest of the compared OMol25 structures with the same formula, charge and spin = 36.5 kcal/mol
Spin multiplicity = 1
Structure (SMILES) = C[C@H](O)[C@@H](O)PO

=====

Look up the net charge of the fifth one.
0

=====

Which of these has the lowest net charge?
C13H15N4SSeTi

=====

Repeat the second record exactly.
The following is a DFT calculation (ωB97M-V/def2-TZVPD) of a molecular structure, C47H30F5IrN2O7P in a non-equilibrium geometry.

```
93
Properties=species:S:1:pos:R:3
Ir -0.391 0.252 -1.138
C 1.357 -0.781 6.499
C 1.375 -1.741 5.495
C 0.873 -1.445 4.239
C 0.352 -0.173 3.980
C 0.306 0.777 5.001
C 0.812 0.470 6.256
P -0.103 0.275 2.298
C -0.849 1.909 2.393
C -2.164 2.010 2.841
C -2.748 3.256 2.992
C -2.024 4.400 2.690
C -0.720 4.302 2.222
C -0.130 3.057 2.064
C 1.371 0.391 1.314
C 2.616 0.526 1.936
C 3.756 0.724 1.179
C 3.656 0.756 -0.204
C 2.432 0.585 -0.833
C 1.258 0.399 -0.088
H 1.769 -1.010 7.473
H 1.788 -2.722 5.689
H 0.883 -2.192 3.458
H -0.115 1.756 4.814
H 0.788 1.216 7.039
H -2.731 1.113 3.067
H -3.772 3.334 3.333
H -2.484 5.374 2.800
H -0.160 5.196 1.980
H 0.881 2.977 1.685
H 2.684 0.508 3.016
H 4.714 0.858 1.665
H 4.544 0.898 -0.807
H 2.394 0.565 -1.915
O 2.138 -1.414 -3.913
C 1.410 -1.620 -2.968
O 0.458 -0.749 -2.649
C 1.468 -2.933 -2.238
C 1.763 -4.050 -3.011
C 1.779 -5.337 -2.469
C 1.507 -5.441 -1.130
O 1.462 -6.574 -0.361
C 1.320 -6.123 0.984
O 1.024 -4.726 0.951
C 1.247 -4.332 -0.348
C 1.223 -3.063 -0.865
H 1.986 -3.898 -4.058
H 1.988 -6.211 -3.070
H 2.257 -6.286 1.525
H 0.497 -6.656 1.458
H 1.048 -2.205 -0.238
O -0.447 -1.977 1.639
C -1.275 -2.074 0.718
N -2.144 -3.093 0.582
C -3.027 -2.930 -0.563
C -2.496 -1.582 -1.095
O -2.860 -0.976 -2.075
N -1.484 -1.149 -0.269
C -4.490 -2.760 -0.167
C -4.925 -2.968 1.134
C -6.275 -2.856 1.448
C -7.193 -2.527 0.466
C -6.757 -2.309 -0.837
C -5.416 -2.429 -1.154
C -2.822 -4.062 -1.567
C -1.905 -3.944 -2.605
C -1.744 -4.979 -3.514
C -2.492 -6.140 -3.392
C -3.390 -6.273 -2.341
C -3.554 -5.238 -1.434
H -2.071 -3.924 1.142
H -4.217 -3.213 1.914
H -6.604 -3.032 2.464
H -8.244 -2.439 0.710
H -7.468 -2.050 -1.610
H -5.076 -2.260 -2.168
H -1.316 -3.043 -2.722
H -1.034 -4.869 -4.323
H -2.380 -6.938 -4.115
H -3.975 -7.177 -2.236
H -4.266 -5.343 -0.623
F -0.824 6.583 -2.881
C -1.025 5.392 -2.309
C -0.160 4.341 -2.554
F 0.890 4.502 -3.356
C -0.409 3.123 -1.956
F 0.414 2.057 -2.228
C -1.479 2.880 -1.099
O -1.658 1.712 -0.524
C -2.343 3.959 -0.886
F -3.409 3.811 -0.095
C -2.116 5.188 -1.477
F -2.959 6.195 -1.244
```

Values from the calculation:
Gap between HOMO and LUMO (spin up / spin down) = 8.1950 / 5.8288 eV
Total energy = -3390.20490 a.u.
E_HOMO (spin up / spin down) = -0.2896 / -0.2916 Eh
LUMO level (spin up / spin down) = 0.315 / -2.105 eV
Net charge = 0
Spin multiplicity = 2